(1)
14
Properties=species:S:1:pos:R:3:lowdin_charge:R:1 method="wB97M-V/def2-TZVPD" energy_ha=-307.595849 gap_ev=10.52 largest_force_ha_per_bohr=0.02516 e_above_lowest_kj_mol=306.1 homo_energy_ha=-0.352 lumo_ev=0.941
C -2.2231 -0.0946 0.2766 -0.037
C -0.2788 -0.8437 0.1097 -0.457
O -0.9160 0.2804 -0.2778 -0.102
C 1.5909 1.1344 -0.6584 -0.089
C 2.1798 0.1588 0.0217 -0.100
O 0.1838 -1.0145 1.1982 0.075
H -2.3166 -1.1259 0.6769 0.104
H -2.9103 0.0075 -0.5501 0.090
H -2.3678 0.5800 1.1116 0.100
H -0.3792 -1.6125 -0.6737 0.160
H 1.3844 1.0517 -1.7221 0.061
H 1.2589 2.0462 -0.1699 0.063
H 2.3459 0.2236 1.0940 0.065
H 2.4483 -0.7913 -0.4367 0.066



(2)
14
Properties=species:S:1:pos:R:3:lowdin_charge:R:1 method="wB97M-V/def2-TZVPD" energy_ha=-307.556275 gap_ev=9.27 largest_force_ha_per_bohr=0.01269 e_above_lowest_kj_mol=410.0 homo_energy_ha=-0.328 lumo_ev=0.351
C 1.9740 -0.2790 -0.5891 -0.042
O 1.1500 0.0924 0.5332 -0.124
C 0.4826 1.1941 0.4223 -0.014
C -1.6717 -0.8884 -0.7202 -0.051
C -0.3538 1.4128 1.6301 -0.274
O -1.5288 1.1172 1.7034 0.032
H 2.9465 -0.5717 -0.1908 0.093
H 1.4979 -1.1333 -1.0751 0.093
H 2.0532 0.5664 -1.2742 0.091
H -1.1869 0.0367 -1.0478 0.009
H -1.5454 -1.6703 -1.4761 0.022
H -1.2377 -1.2055 0.2317 0.019
H -2.7311 -0.6737 -0.5745 0.027
H 0.1513 2.0023 2.4269 0.119



(3)
14
Properties=species:S:1:pos:R:3:lowdin_charge:R:1 method="wB97M-V/def2-TZVPD" energy_ha=-307.589981 gap_ev=9.70 largest_force_ha_per_bohr=0.04816 e_above_lowest_kj_mol=321.5 homo_energy_ha=-0.323 lumo_ev=0.906
C -1.6790 0.6905 -0.7192 -0.026
C -2.4464 1.6133 -1.3208 -0.287
O -3.6840 1.9304 -0.8979 0.006
H -0.5671 0.9174 -0.4949 0.067
H -2.0534 -0.1034 -0.0740 0.045
H -2.1622 2.1976 -2.1680 0.102
H -3.8201 1.4911 -0.0471 0.103
C 2.5274 -1.3081 1.6390 -0.007
C 1.8810 -0.9123 0.5335 -0.252
O 2.2831 -1.3615 -0.7142 -0.018
H 2.2322 -1.0814 2.6551 0.048
H 3.4524 -1.8561 1.5030 0.050
H 1.0349 -0.2429 0.6332 0.085
H 3.0011 -1.9748 -0.5276 0.085



(4)
14
Properties=species:S:1:pos:R:3:lowdin_charge:R:1 method="wB97M-V/def2-TZVPD" energy_ha=-307.659607 gap_ev=11.04 largest_force_ha_per_bohr=0.00695 e_above_lowest_kj_mol=138.7 homo_energy_ha=-0.369 lumo_ev=0.995
C -1.8649 -0.3289 -0.1965 -0.046
C -0.4424 0.0652 -0.5207 -0.367
O -0.0093 1.2109 0.2512 -0.040
C 0.7038 -0.7817 0.0505 -0.041
C 1.1452 0.5253 0.7326 -0.407
O 2.3260 1.1194 0.3036 0.020
H -2.5532 0.4750 -0.4771 0.082
H -2.1500 -1.2331 -0.7460 0.084
H -1.9767 -0.5172 0.8765 0.086
H -0.3435 0.2742 -1.5956 0.141
H 2.1626 1.4412 -0.5940 0.106
H 1.4225 -1.1985 -0.6593 0.115
H 0.3789 -1.5584 0.7490 0.115
H 1.2008 0.5064 1.8259 0.152



(5)
14
Properties=species:S:1:pos:R:3:lowdin_charge:R:1 method="wB97M-V/def2-TZVPD" energy_ha=-307.688829 gap_ev=11.08 largest_force_ha_per_bohr=0.00927 e_above_lowest_kj_mol=62.0 homo_energy_ha=-0.376 lumo_ev=0.854
C -0.9777 0.8466 0.9020 -0.035
C -0.0998 -0.4034 0.8078 -0.400
O -0.7861 -1.5187 1.2974 -0.022
C 0.3363 -0.6601 -0.6321 -0.390
O 0.0104 -1.7007 -1.1702 0.087
C 1.1433 0.3929 -1.3485 -0.007
H -0.4289 1.7568 0.6360 0.079
H -1.3372 0.9457 1.9296 0.085
H -1.8497 0.7485 0.2467 0.093
H 0.8181 -0.2379 1.3980 0.154
H -0.8183 -2.1473 0.5542 0.085
H 0.4604 1.0938 -1.8431 0.096
H 1.7568 -0.0824 -2.1168 0.089
H 1.7725 0.9663 -0.6611 0.087



(6)
14
Properties=species:S:1:pos:R:3:lowdin_charge:R:1 method="wB97M-V/def2-TZVPD" energy_ha=-307.598696 gap_ev=10.50 largest_force_ha_per_bohr=0.06634 e_above_lowest_kj_mol=298.6 homo_energy_ha=-0.357 lumo_ev=0.798
C 0.0599 -2.1584 -0.3672 -0.111
O 0.5810 -0.8597 -0.2615 -0.162
C -0.2991 -0.1184 0.4927 -0.309
C -0.0017 1.3848 0.5646 -0.104
C 0.7008 2.0789 -0.5538 -0.267
O 1.1675 3.1953 -0.4984 0.039
H 0.7346 -2.7105 -1.0127 0.091
H -0.9551 -2.1421 -0.8009 0.093
H 0.0033 -2.6237 0.6278 0.095
H -0.4671 -0.4798 1.5178 0.132
H -1.3482 -0.2076 0.0035 0.133
H 0.1815 1.8384 1.5509 0.131
H -1.0536 1.2961 0.2360 0.113
H 0.6960 1.5065 -1.4989 0.126



(7)
14
Properties=species:S:1:pos:R:3:lowdin_charge:R:1 method="wB97M-V/def2-TZVPD" energy_ha=-307.681519 gap_ev=11.20 largest_force_ha_per_bohr=0.00619 e_above_lowest_kj_mol=81.2 homo_energy_ha=-0.376 lumo_ev=0.975
O 0.8186 1.0849 -0.0400 -0.088
C 1.3341 -0.2493 -0.1313 -0.177
C 0.1222 -1.1806 -0.0429 -0.158
C -0.8741 -0.3221 0.7367 -0.114
C -0.5772 1.0393 0.1259 -0.430
O -1.1890 1.1299 -1.1421 0.004
H -0.4882 1.4700 -1.7123 0.104
H 2.0285 -0.3925 0.7052 0.119
H 1.8928 -0.3598 -1.0675 0.119
H 0.3547 -2.1346 0.4322 0.112
H -0.2838 -1.3799 -1.0384 0.112
H -1.9183 -0.6182 0.6103 0.122
H -0.6379 -0.3000 1.8071 0.123
H -0.8622 1.8937 0.7514 0.153



(8)
14
Properties=species:S:1:pos:R:3:lowdin_charge:R:1 method="wB97M-V/def2-TZVPD" energy_ha=-307.635612 gap_ev=8.89 largest_force_ha_per_bohr=0.01104 e_above_lowest_kj_mol=201.7 homo_energy_ha=-0.312 lumo_ev=0.384
C 1.6829 -1.1610 0.7687 -0.122
C 0.6419 1.0676 0.3774 -0.236
O -0.0892 2.0227 -0.2458 -0.015
C 0.8486 -0.1907 -0.0172 -0.176
C -2.4512 -0.0026 -0.7769 -0.096
O -1.9377 0.5290 -1.7350 -0.018
H 2.4895 -1.5821 0.1567 0.069
H 2.1448 -0.6698 1.6324 0.070
H 1.0912 -2.0058 1.1450 0.067
H 1.0711 1.4500 1.3023 0.121
H -0.5426 1.6315 -1.0158 0.059
H 0.4216 -0.5370 -0.9586 0.097
H -2.1743 0.2625 0.2582 0.091
H -3.2175 -0.7871 -0.9050 0.090